Molecular formula: C50H44N6O4PRuS4
Method: DFT, ωB97M-V/def2-TZVPD

Atoms and positions in Å:
Ru (0.211, -0.488, -0.233)
O (-2.187, -0.462, 0.437)
C (-3.371, -1.122, 0.356)
C (-4.443, -0.682, 1.131)
C (-5.662, -1.329, 1.092)
C (-5.832, -2.443, 0.278)
C (-4.764, -2.884, -0.479)
C (-3.523, -2.247, -0.464)
C (-2.428, -2.770, -1.290)
N (-1.173, -2.388, -1.276)
C (-0.513, -3.150, -2.213)
C (-1.384, -4.009, -2.801)
N (-2.598, -3.760, -2.208)
H (-4.286, 0.165, 1.787)
H (-6.478, -0.973, 1.708)
H (-6.778, -2.965, 0.243)
H (-4.904, -3.770, -1.087)
H (0.539, -3.018, -2.411)
H (-1.262, -4.745, -3.575)
H (-3.463, -4.214, -2.438)
S (1.134, -0.167, -4.772)
C (-0.627, -0.197, -4.676)
C (-1.534, -0.193, -5.720)
C (-2.897, -0.188, -5.432)
C (-3.321, -0.183, -4.104)
C (-2.413, -0.185, -3.055)
C (-1.040, -0.206, -3.327)
N (-0.029, -0.178, -2.415)
C (1.205, -0.205, -3.014)
C (2.347, -0.045, -2.213)
C (3.651, 0.191, -2.704)
C (4.674, 0.510, -1.827)
C (4.419, 0.633, -0.466)
C (3.136, 0.377, 0.032)
C (2.120, -0.024, -0.804)
H (-1.188, -0.189, -6.747)
H (-3.620, -0.189, -6.236)
H (-4.381, -0.168, -3.882)
H (-2.747, -0.167, -2.026)
H (3.834, 0.149, -3.773)
H (5.669, 0.697, -2.211)
H (5.205, 0.929, 0.217)
H (2.946, 0.518, 1.082)
O (0.387, 0.435, 1.621)
C (0.503, 0.438, 3.007)
C (0.604, 1.916, 3.384)
C (0.358, 2.570, 4.555)
C (0.615, 3.969, 4.467)
C (1.042, 4.334, 3.226)
S (1.113, 3.003, 2.158)
C (1.717, -0.305, 3.613)
C (2.082, -0.242, 4.928)
C (3.201, -1.054, 5.254)
C (3.671, -1.735, 4.173)
S (2.753, -1.386, 2.780)
C (-0.726, -0.198, 3.672)
C (-0.856, -1.467, 4.153)
C (-2.172, -1.773, 4.610)
C (-3.015, -0.713, 4.497)
S (-2.215, 0.648, 3.837)
H (-0.012, 2.082, 5.447)
H (0.467, 4.663, 5.283)
H (1.275, 5.326, 2.872)
H (1.563, 0.371, 5.652)
H (3.630, -1.121, 6.244)
H (4.504, -2.418, 4.113)
H (-0.030, -2.165, 4.179)
H (-2.461, -2.731, 5.023)
H (-4.052, -0.648, 4.791)
N (0.592, -2.168, 0.823)
C (0.728, -3.416, 0.835)
C (2.077, -4.018, 0.623)
C (2.485, -5.110, 1.383)
C (3.772, -5.609, 1.245)
C (4.652, -5.026, 0.342)
C (4.247, -3.937, -0.418)
C (2.965, -3.429, -0.273)
C (-0.474, -4.267, 1.081)
C (-0.587, -5.539, 0.525)
C (-1.756, -6.268, 0.699)
C (-2.810, -5.735, 1.432)
C (-2.700, -4.464, 1.982)
C (-1.540, -3.731, 1.799)
H (1.803, -5.556, 2.097)
H (4.089, -6.452, 1.847)
H (5.657, -5.417, 0.238)
H (4.932, -3.467, -1.113)
H (2.657, -2.556, -0.836)
H (0.232, -5.951, -0.051)
H (-1.841, -7.257, 0.265)
H (-3.719, -6.309, 1.570)
H (-3.523, -4.035, 2.541)
H (-1.452, -2.730, 2.200)
N (0.500, 2.775, -2.965)
C (-0.882, 3.308, -2.707)
P (-1.004, 3.215, -0.858)
O (-0.594, 4.521, -0.287)
O (-0.189, 1.960, -0.604)
C (-2.713, 2.831, -0.417)
N (-2.672, 2.291, 0.962)
H (1.202, 3.509, -2.909)
H (0.598, 2.266, -3.846)
H (0.659, 2.111, -2.167)
H (-1.583, 2.646, -3.212)
H (-0.970, 4.325, -3.079)
H (-3.118, 2.077, -1.093)
H (-3.313, 3.739, -0.505)
H (-3.474, 2.599, 1.497)
H (-1.853, 2.629, 1.465)
H (-2.347, 0.461, 0.792)

Largest force on an atom = 0.88 eV Å⁻¹
E_HOMO (spin up / spin down) = -4.88 / -7.62 eV
Multiplicity = 6
Orbital gap (spin up / spin down) = 5.1 / 7.0 eV
Expectation value of S² = 8.8186
Calculated total energy = -4590.2018 Ha